The following is a DFT calculation (ωB97M-V/def2-TZVPD) of a gas-phase ion, C5H8NS2 (charge +1).

Values from the calculation:
HOMO, eV: -13.311
Total charge: +1
ΔE to the lowest compared entry with this formula, charge and spin, kcal per mole: 99.09
Maximum force, eV/A: 4.985
HOMO-LUMO gap, eV: 7.194
Calculated total energy, Ha: -1046.01300

CARTESIAN COORDINATES (ANGSTROEM)
C 1.8277 -0.0015 0.0342
C -0.8306 1.2851 0.2742
C -0.6839 -1.1572 0.2450
C 0.2585 2.1352 -0.4013
C 0.2911 -2.2029 -0.2155
N -0.6497 -0.0196 -0.4297
S 1.9849 1.5900 0.1144
S 2.0722 -1.5807 0.0503
H -0.6248 1.1618 1.3802
H -1.6889 1.8827 0.1939
H -1.5886 -1.5355 -0.1526
H -0.7850 -1.1313 1.3155
H -0.1005 2.0056 -1.4596
H 0.1143 3.1192 -0.0486
H 0.1722 -3.1526 0.3067
H 0.2312 -2.3984 -1.2070

Cartesian forces (eV/Å) of the 2 atoms listed first:
-2.037 -0.612 -0.627
3.853 -2.756 1.552

---

The following is a DFT calculation (ωB97M-V/def2-TZVPD) of a molecular structure, C41H38BCsF4N6O3P2.

Values from the calculation:
HOMO, eV: -7.358
Total charge: 0
ΔE to the lowest compared entry with this formula, charge and spin, kcal per mole: 8.31
Maximum force, eV/A: 1.431
HOMO-LUMO gap, eV: 7.394
Calculated total energy, Ha: -3267.01360

CARTESIAN COORDINATES (ANGSTROEM)
Cs -0.5921 0.8467 0.4474
N -0.6929 4.7483 2.8391
C -0.2176 4.0177 1.8084
N -0.7042 3.9877 0.6175
C -1.8921 4.6566 0.3872
N -2.5939 4.4368 -0.6638
N -2.1463 3.3728 -1.4479
C -1.9496 3.6934 -2.6633
C -1.6404 2.6718 -3.6642
C -1.5512 3.0101 -5.0168
C -1.3499 2.0112 -5.9537
C -1.2436 0.7013 -5.5187
C -1.3219 0.4550 -4.1548
N -1.5049 1.4023 -3.2480
C -2.3626 5.6337 1.3726
C -3.4125 6.5225 1.1362
C -3.8617 7.3489 2.1447
C -3.2756 7.2920 3.4071
C -2.2296 6.4308 3.6593
C -1.7627 5.6054 2.6359
H -0.4533 4.4551 3.7816
H 0.6593 3.4177 2.0311
H -2.0822 4.7173 -3.0139
H -1.6547 4.0462 -5.3142
H -1.2819 2.2490 -7.0074
H -1.0902 -0.1173 -6.2093
H -1.2101 -0.5542 -3.7684
H -3.8655 6.5299 0.1542
H -4.6763 8.0377 1.9627
H -3.6421 7.9347 4.1976
H -1.7630 6.3806 4.6353
O 1.8362 0.0709 1.1776
P 2.0740 -1.3576 1.3892
C 2.6261 -2.1327 -0.1685
P 1.3529 -2.0275 -1.4956
O 0.1329 -1.2855 -1.1274
C 0.9948 -3.7498 -1.9289
C -0.3291 -4.0600 -2.2213
C -0.6840 -5.3567 -2.5623
C 0.2870 -6.3461 -2.6192
C 1.6108 -6.0417 -2.3326
C 1.9663 -4.7474 -1.9874
C 2.1962 -1.2160 -2.8804
C 1.8307 0.1055 -3.1219
C 2.4550 0.8245 -4.1297
C 3.4472 0.2277 -4.8937
C 3.8148 -1.0903 -4.6539
C 3.1920 -1.8121 -3.6476
C 0.6275 -2.2685 1.9760
C 0.4266 -3.5995 1.6151
C -0.6900 -4.2846 2.0680
C -1.6090 -3.6406 2.8870
C -1.4125 -2.3152 3.2467
C -0.3013 -1.6195 2.7905
C 3.4281 -1.6940 2.5472
C 4.2530 -0.6235 2.8750
C 5.3204 -0.8146 3.7404
C 5.5609 -2.0715 4.2760
C 4.7303 -3.1382 3.9561
C 3.6614 -2.9514 3.0954
H 2.9963 -3.1464 -0.0126
H 3.4863 -1.5203 -0.4522
H -1.0739 -3.2759 -2.1574
H -1.7169 -5.5944 -2.7804
H 0.0112 -7.3585 -2.8848
H 2.3674 -6.8145 -2.3742
H 3.0031 -4.5248 -1.7622
H 1.0530 0.5596 -2.5230
H 2.1587 1.8487 -4.3155
H 3.9360 0.7876 -5.6807
H 4.5862 -1.5557 -5.2536
H 3.4742 -2.8448 -3.4746
H 1.1265 -4.1126 0.9653
H -0.8405 -5.3181 1.7829
H -2.4789 -4.1763 3.2459
H -2.1185 -1.8020 3.8867
H -0.1737 -0.5867 3.0985
H 4.0280 0.3540 2.4661
H 5.9548 0.0210 4.0051
H 6.3906 -2.2191 4.9552
H 4.9099 -4.1137 4.3896
H 2.9986 -3.7793 2.8679
F -1.1091 1.8844 3.1634
B -0.3290 1.8385 4.3630
F -0.6446 0.6777 5.0626
F -0.6462 2.9899 5.1178
F 1.0276 1.8681 4.0067
C -4.0259 -1.2041 -0.6948
C -3.9304 -0.2765 0.4965
N -4.6445 -0.6209 1.5960
O -3.2170 0.7074 0.4686
H -4.7353 -2.0170 -0.5467
H -3.0285 -1.6038 -0.8863
H -4.3184 -0.6131 -1.5617
H -5.2852 -1.3914 1.5962
H -4.6257 0.0068 2.3835

Cartesian forces (eV/Å) of the 2 atoms listed first:
-0.296 1.261 -0.379
0.061 -0.106 -0.083